(1)
A 11-piece molecular cluster, C46H87ClF13NO11PS overall at a distorted geometry, computed with wB97M-V/def2-TZVPD.

Structure (XYZ):
```
161
Properties=species:S:1:pos:R:3
O -1.69273 3.04330 -0.56799
P -2.12518 4.42311 -1.17425
Cl -4.09617 4.15274 -1.57479
N -1.20499 4.66585 -2.83738
C -1.93443 5.56927 -3.81422
C -2.10053 5.25904 -5.31431
C -2.92722 4.09894 -5.82607
F -3.26003 4.31474 -7.09324
F -4.08530 4.09839 -5.13263
C -2.39731 2.64139 -5.73365
F -3.26521 1.93820 -6.44972
F -2.55139 2.19465 -4.48677
C -0.97198 2.31816 -6.33085
F -1.14225 1.29137 -7.15789
F -0.61406 3.32529 -7.13227
C 0.16412 1.86673 -5.34093
F 0.68014 0.73917 -5.80891
F -0.30388 1.53843 -4.12909
S 1.66047 3.04802 -5.10211
F 2.61640 1.85215 -4.85293
F 1.41287 3.11265 -3.53261
F 0.68503 4.29150 -5.24889
F 1.93769 2.98034 -6.62197
F 2.83088 4.04560 -4.92723
H -2.00211 2.22696 -1.03523
H -0.88165 3.77136 -3.19258
H -0.37074 5.15742 -2.53357
H -1.38812 6.49479 -3.80676
H -2.90091 5.81692 -3.42154
H -2.64482 6.12524 -5.65320
H -1.18258 5.31668 -5.86225
C -3.15337 -1.56432 -4.48671
C -2.68443 -2.58278 -3.44698
C -2.10228 -1.68200 -2.36513
O -2.86307 -0.45384 -2.41442
C -3.66326 -0.43562 -3.60236
H -3.91371 -1.93987 -5.16714
H -2.29938 -1.22893 -5.08369
H -3.53871 -3.13921 -3.05804
H -1.95931 -3.29679 -3.83064
H -1.05282 -1.44531 -2.56517
H -2.17023 -2.10873 -1.36783
H -4.71095 -0.59071 -3.32788
H -3.55083 0.54280 -4.04131
C 2.65011 -1.67610 -0.37632
C 2.14364 -1.22501 0.98973
C 0.63489 -1.31604 0.80575
O 0.40089 -2.37482 -0.12747
C 1.64088 -2.75370 -0.74014
H 3.67332 -2.04516 -0.36357
H 2.59080 -0.84753 -1.08848
H 2.47257 -1.92791 1.75778
H 2.47604 -0.22842 1.27603
H 0.22783 -0.38878 0.38253
H 0.10658 -1.53259 1.73400
H 1.94017 -3.72615 -0.33771
H 1.49588 -2.85402 -1.81766
C 1.87049 -4.27717 -6.36200
C 1.81467 -2.99193 -5.53915
C 0.48418 -2.39737 -5.98487
O -0.36625 -3.49286 -6.30761
C 0.40873 -4.69971 -6.36729
H 2.53268 -5.03768 -5.94734
H 2.20041 -4.05364 -7.37982
H 1.78206 -3.23266 -4.47366
H 2.65662 -2.32220 -5.71014
H 0.60597 -1.77985 -6.88362
H 0.00889 -1.79058 -5.20878
H 0.16796 -5.30553 -5.48684
H 0.13022 -5.26053 -7.25890
C -1.44135 -2.46733 4.10531
C -1.63126 -2.82387 5.57785
C -2.54584 -1.70266 6.05013
O -3.34618 -1.32965 4.91757
C -2.81634 -1.92660 3.73563
H -1.13712 -3.30907 3.48410
H -0.68961 -1.67994 4.00664
H -2.13796 -3.78789 5.66465
H -0.70342 -2.87587 6.14368
H -1.96965 -0.83101 6.36892
H -3.19479 -2.00403 6.87051
H -3.48815 -2.73465 3.42424
H -2.78016 -1.18149 2.93859
C -2.12649 9.80610 -0.93814
C -2.25274 10.68807 -2.17869
C -1.37577 9.94977 -3.18334
O -1.45323 8.55492 -2.84048
C -2.07654 8.41841 -1.54726
H -2.93980 9.92217 -0.22811
H -1.18716 10.02320 -0.42439
H -3.28609 10.69960 -2.52075
H -1.93516 11.71640 -2.02062
H -0.33091 10.26409 -3.10594
H -1.70240 10.08596 -4.21409
H -3.08096 8.01611 -1.69318
H -1.49989 7.71369 -0.94160
C -0.54583 -2.96764 10.76181
C -1.98315 -2.50470 10.99365
C -2.09153 -1.33208 10.02854
O -1.22519 -1.62896 8.93047
C -0.38789 -2.74510 9.26638
H -0.36157 -3.99792 11.05627
H 0.14703 -2.32779 11.31104
H -2.68014 -3.29483 10.70532
H -2.19557 -2.22420 12.02386
H -1.75074 -0.40114 10.49463
H -3.10597 -1.18051 9.65658
H -0.73338 -3.61774 8.69846
H 0.63873 -2.52909 8.97915
C 4.36728 -5.14690 10.81687
C 3.89423 -4.53199 12.13140
C 2.99669 -3.40452 11.63986
O 2.43602 -3.84278 10.39751
C 3.12205 -5.01658 9.95051
H 4.71090 -6.17528 10.91041
H 5.18171 -4.55215 10.39803
H 3.30839 -5.26130 12.69457
H 4.70251 -4.18054 12.76957
H 3.57077 -2.49031 11.45540
H 2.19049 -3.17179 12.33609
H 2.45593 -5.87633 10.08171
H 3.35178 -4.91615 8.88937
C 6.85632 -5.12284 1.47894
C 6.41641 -4.51430 2.80849
C 5.49795 -3.39161 2.34583
O 4.90567 -3.83178 1.11890
C 5.58652 -4.99978 0.64795
H 7.20954 -6.14883 1.56001
H 7.65448 -4.52137 1.03916
H 5.85174 -5.24881 3.38615
H 7.24029 -4.15898 3.42410
H 6.06123 -2.47335 2.14733
H 4.70995 -3.16516 3.06477
H 4.93032 -5.86400 0.79536
H 5.78570 -4.89479 -0.41893
C 4.67537 -8.51106 -4.38508
C 5.90637 -7.61556 -4.50711
C 5.40014 -6.51686 -5.43148
O 3.99683 -6.38442 -5.17262
C 3.54806 -7.48820 -4.37676
H 4.67710 -9.14339 -3.49961
H 4.59368 -9.15451 -5.26311
H 6.16241 -7.19846 -3.53092
H 6.78406 -8.12508 -4.89924
H 5.53204 -6.78975 -6.48330
H 5.88957 -5.55826 -5.25901
H 3.34963 -7.12395 -3.36301
H 2.61836 -7.87753 -4.79259
C -7.22646 9.82255 -1.79001
C -6.92725 10.32056 -0.37861
C -5.90874 9.29725 0.10082
O -5.18229 8.86479 -1.06098
C -5.86011 9.32753 -2.23928
H -7.63504 10.58607 -2.44855
H -7.93405 8.99225 -1.75073
H -6.47450 11.31339 -0.42004
H -7.80390 10.37420 0.26285
H -6.40021 8.42552 0.54296
H -5.20782 9.70553 0.82987
H -5.27515 10.13944 -2.68058
H -5.92077 8.51229 -2.96191
```

The LUMO energy comes out at -2.526 eV. The largest force on an atom is 2.9 eV/A. The calculation puts the HOMO-LUMO gap at 7.7627 eV. The net charge is +1. For the HOMO energy, the calculation gives -10.289 eV. As for the total energy: -5184.8862 hartree.

Here are the Löwdin charges for atoms 1 to 2, given in e:
1. O -0.304
2. P 0.602

---

(2)
A 12-piece molecular cluster, C46H90F20N6O22S8 overall at a distorted geometry, computed with wB97M-V/def2-TZVPD.

Structure (XYZ):
```
192
Properties=species:S:1:pos:R:3
C 1.57050 -10.59287 -0.88362
C 2.43606 -9.36129 -0.91788
C 1.77224 -8.20904 -1.72409
N 2.32140 -6.80433 -1.44933
C 1.88086 -6.33168 -0.06158
C 3.86227 -6.80176 -1.44468
C 4.18762 -5.42569 -1.98475
C 3.11211 -5.20640 -3.01696
C 1.80653 -5.76893 -2.50991
H 0.64687 -10.44622 -0.32372
H 2.13006 -11.41979 -0.44633
H 1.30677 -10.83516 -1.91310
H 3.38512 -9.65035 -1.36937
H 2.69697 -9.06185 0.09719
H 0.68940 -8.19818 -1.59995
H 1.96797 -8.43900 -2.77142
H 0.79470 -6.25013 -0.02017
H 2.29179 -5.32915 0.05750
H 2.22597 -6.93924 0.77501
H 4.45314 -6.99046 -0.54837
H 4.16034 -7.69994 -1.98555
H 3.95931 -4.61608 -1.29157
H 5.22981 -5.23399 -2.24008
H 3.11002 -4.13550 -3.22008
H 3.45204 -5.65143 -3.95210
H 1.24882 -5.10448 -1.84995
H 1.07521 -6.14786 -3.22385
C 1.39512 -0.55527 5.76629
C 0.24468 -0.36661 6.80575
C -0.70231 0.85163 6.51257
N -1.78717 1.14005 7.56379
C -1.02306 1.45171 8.86717
C -2.84125 0.06516 7.78494
C -4.04621 0.82410 8.37362
C -4.06372 2.17906 7.62650
C -2.63221 2.33648 7.07675
H 0.96312 -0.94762 4.84567
H 2.12179 -1.31573 6.05220
H 1.83153 0.41579 5.53244
H 0.71347 -0.42620 7.78799
H -0.37012 -1.25428 6.65689
H -1.22041 0.56657 5.59692
H -0.12061 1.77288 6.48053
H -1.65804 1.74764 9.70224
H -0.19908 2.15432 8.74267
H -0.75217 0.41840 9.08389
H -2.47295 -0.74850 8.40976
H -3.01118 -0.28021 6.76517
H -3.96412 1.04503 9.43783
H -4.91225 0.21693 8.11011
H -4.41830 3.03886 8.19494
H -4.74965 2.01074 6.79628
H -2.17900 3.27234 7.40363
H -2.62266 2.40323 5.98884
C 0.41409 -3.12115 1.99908
C 0.73656 -2.01897 1.00646
C -0.40088 -1.06480 0.81926
N -0.21820 -0.14586 -0.41042
C -0.10591 -0.94789 -1.75409
C 0.96731 0.85151 -0.28832
C 0.63274 2.17608 -1.01891
C -0.84412 2.01813 -1.34394
C -1.36419 0.92370 -0.40087
H -0.37681 -3.75921 1.60480
H 0.11552 -2.72582 2.97000
H 1.29150 -3.76139 2.09038
H 1.05860 -2.52115 0.09420
H 1.59636 -1.42704 1.32027
H -0.39836 -0.41603 1.69514
H -1.35649 -1.55676 0.63790
H 0.80533 -1.54182 -1.68355
H -0.01594 -0.37944 -2.67977
H -0.99179 -1.58233 -1.72569
H 1.84673 0.46169 -0.80093
H 1.11980 1.07780 0.76697
H 1.26714 2.37782 -1.88202
H 0.79088 3.05962 -0.40049
H -0.87392 1.73868 -2.39709
H -1.39033 2.91922 -1.06504
H -2.30736 0.42746 -0.62951
H -1.47693 1.23655 0.63717
C -2.65508 3.77721 -4.56262
C -3.97842 3.57732 -5.06859
C -4.22009 2.32437 -5.90399
N -5.66924 2.14489 -6.36689
C -6.16674 3.20427 -7.41581
C -5.88056 0.74395 -6.98015
C -6.74362 0.00103 -5.95941
C -7.70400 1.01162 -5.38816
C -6.73880 2.18497 -5.21743
H -1.86878 3.81815 -5.31638
H -2.53796 2.92165 -3.89748
H -2.57967 4.59907 -3.85061
H -4.05350 4.32826 -5.85506
H -4.76696 3.87960 -4.37945
H -4.00605 1.33746 -5.49374
H -3.76159 2.49300 -6.87837
H -5.80899 4.17711 -7.07859
H -7.24719 3.14283 -7.54605
H -5.62783 3.01156 -8.34347
H -6.59538 0.91716 -7.78460
H -4.96656 0.24676 -7.30492
H -7.35560 -0.73716 -6.47772
H -6.10230 -0.35673 -5.15391
H -8.50709 1.28178 -6.07385
H -8.24869 0.81667 -4.46437
H -7.37581 3.06770 -5.16183
H -6.21998 2.25451 -4.26134
C 2.72387 4.78740 1.89540
C 3.76362 4.85461 0.79052
C 5.11376 4.32004 1.22798
N 6.17689 3.96790 0.15806
C 5.62688 3.36714 -1.19771
C 7.23049 2.97166 0.75512
C 8.28259 3.89734 1.43718
C 8.10551 5.36168 0.93008
C 7.03126 5.22069 -0.13342
H 1.92696 5.46757 1.59469
H 3.13988 5.07509 2.86094
H 2.38356 3.75718 1.99980
H 3.94111 5.87256 0.44357
H 3.38158 4.34896 -0.09630
H 4.98400 3.43925 1.85684
H 5.66289 4.91600 1.95694
H 5.12762 2.43045 -0.94975
H 6.47748 3.21227 -1.86149
H 4.88948 4.08808 -1.55064
H 7.74238 2.41244 -0.02805
H 6.64285 2.38738 1.46321
H 9.25114 3.47530 1.16907
H 8.34308 3.84778 2.52436
H 9.08874 5.72965 0.63688
H 7.75323 5.92267 1.79569
H 7.52507 4.96225 -1.07014
H 6.48197 6.14694 -0.30206
C 4.53768 -1.61361 1.74563
F 3.68396 -2.67754 1.87975
F 3.98490 -0.46227 2.09324
F 5.78185 -1.79467 2.31845
S 4.97487 -1.35461 -0.15357
O 5.75789 -2.52664 -0.48578
O 3.71374 -1.27262 -0.80351
O 5.64260 -0.03598 -0.23208
C -5.55597 0.60006 -0.67886
F -5.67675 1.92514 -0.95917
F -4.42451 0.19202 -1.20143
F -5.38836 0.44871 0.57688
S -7.14966 -0.24518 -1.34360
O -8.09951 0.70910 -1.89106
O -6.74596 -1.15653 -2.46608
O -7.68892 -0.92657 -0.18848
C -0.94050 0.66420 -6.72543
F -0.70399 1.94615 -7.06597
F -1.81868 0.50107 -5.73132
F -1.40631 0.05462 -7.81915
S 0.78429 -0.12179 -6.16884
O 1.79802 0.44782 -7.05943
O 0.98223 0.33940 -4.79022
O 0.63543 -1.57862 -6.28845
C -3.57518 -4.19088 -0.42431
F -3.14525 -3.66240 0.69897
F -4.72970 -4.91320 -0.33295
F -3.83540 -3.21742 -1.23092
S -2.11809 -5.17148 -1.26185
O -1.77088 -6.25174 -0.28631
O -2.65893 -5.62795 -2.50860
O -0.94385 -4.33135 -1.45754
C -1.64815 3.93811 2.39984
F -1.47521 3.58891 1.17745
F -1.00416 5.10387 2.56076
F -2.91564 4.01222 2.66623
S -0.59360 2.72905 3.38273
O -0.24929 3.49193 4.63165
O -1.46126 1.58229 3.67881
O 0.54508 2.47938 2.47270
C -0.92392 -5.42095 4.71738
F -0.65260 -6.66361 5.27450
F 0.25904 -4.75235 4.46435
F -1.63977 -5.39955 3.57143
S -1.83592 -4.36053 6.12319
O -1.97138 -3.01059 5.52575
O -3.11176 -5.12469 6.28676
O -0.94693 -4.40629 7.31748
N 1.82510 7.72922 -1.58414
S 2.90481 7.77604 -2.59726
O 2.43494 8.16756 -3.93209
O 4.09066 6.92647 -2.39785
F 3.49249 9.14287 -2.07442
S 1.24059 6.25219 -2.24920
O 2.03569 5.03336 -2.04267
O 0.35236 6.31470 -3.39533
F 0.11788 6.10148 -1.16573
```

The LUMO energy (alpha / beta) comes out at 0.660 / -4.424 eV. Its multiplicity is 2. The largest force on an atom is 9.3 eV/A. The calculation puts the HOMO-LUMO gap (alpha / beta) at 6.9935 / 1.9093 eV. The net charge is -1. For the HOMO energy (alpha / beta), the calculation gives -6.333 / -6.333 eV. As for the total energy: -8973.0577 hartree.

Here are the Löwdin charges for atoms 1 to 2, given in e:
1. C -0.106
2. C -0.250

---

- What is the total energy in the first record?
  -5184.8862 hartree